The following is a quantum chemistry calculation of one molecule with the formula C22H28N4O5S at a distorted geometry, from the Open Molecules 2025 dataset.

The geometry in XYZ format:
```
60
Properties=species:S:1:pos:R:3
C -2.37 -0.36 -3.15
C 2.10 0.20 -2.94
C 2.06 -0.72 1.48
C -0.98 3.03 -0.56
C 1.98 0.18 -1.41
H -1.23 1.21 -5.06
N 1.67 -1.04 -0.91
H -0.81 -4.16 6.82
H 0.84 -3.52 6.82
H -0.54 -2.41 6.82
C 1.42 -1.37 0.43
H -0.77 -0.57 -1.72
H -1.49 2.71 -4.14
H -0.99 0.13 1.98
O 2.15 1.17 -0.73
H 1.56 3.78 2.70
C -0.06 1.97 1.39
C -1.88 1.99 -0.69
H 1.43 -1.76 -1.58
H -0.44 -3.57 2.22
H 2.76 0.06 1.27
C -1.23 1.65 -4.06
C 0.04 -0.91 -3.71
H 0.04 -2.93 -0.10
H 0.64 3.83 0.57
C -0.17 -3.36 6.45
H 0.72 -1.77 -3.64
N 0.86 0.28 -3.68
N -2.28 1.06 -3.28
H -2.64 0.17 0.10
N 0.62 -2.40 4.40
H 2.45 2.71 1.57
H -3.19 -0.55 -2.47
C -0.17 -3.38 4.93
H 2.50 2.40 3.32
O -0.81 -4.17 4.28
C 0.25 -2.77 2.01
O -4.20 1.32 -1.71
H 0.80 2.32 -3.88
C 0.87 -2.10 3.06
C 1.78 -1.08 2.78
O 0.78 1.86 2.44
S -2.99 1.99 -2.09
H 2.27 -0.57 3.59
H 2.65 -0.69 -3.28
H -0.42 -0.97 -4.70
C 0.17 1.54 -3.44
C 0.53 -2.41 0.71
H 1.11 -1.81 5.06
H 2.69 1.08 -3.21
C -1.90 0.95 0.21
C -0.07 3.02 0.48
H 0.09 1.76 -2.36
C 1.88 2.75 2.50
H -1.29 -2.08 -2.48
O -3.08 3.33 -2.61
C -1.08 -1.03 -2.66
H -1.01 3.84 -1.27
H -2.64 -0.79 -4.13
C -1.00 0.94 1.26
```

Calculated values
Relative energy (zero: lowest compared OMol25 entry of this formula, charge and spin) (eV): 2.031
Structure (SMILES): COc1ccc(S(=O)(=O)N2CCCN(CC(=O)Nc3ccc(NC(C)=O)cc3)CC2)cc1
Energy (eV): -50301.905
Largest force on an atom (eV/Å): 1.1

Atom charges from the Löwdin analysis, given in e for atoms 1 to 4: C -0.20; C -0.10; C -0.02; C -0.07